Model one:
One molecule with the formula C2H3N3O2. Source: the OMol25 dataset; level of theory: ωB97M-V/def2-TZVPD.

Atoms and positions in Å:
1 O -1.59 -0.05 -0.92
2 O -1.92 -2.13 -0.04
3 N -0.07 -0.80 0.46
4 N 1.49 1.06 0.04
5 N -0.62 0.94 -0.77
6 C 0.28 0.44 0.01
7 C -1.27 -1.13 -0.15
8 H 1.97 1.25 0.92
9 H 1.29 1.84 -0.59
10 H 0.45 -1.42 1.06

As for the SMILES: Nc1noc(=O)[nH]1. The calculation puts the HOMO-LUMO gap at 0.3608 hartree. The calculation puts the HOMO energy at -9.4 eV.


Model two:
One molecule with the formula C2H3N3O2. Source: the OMol25 dataset; level of theory: ωB97M-V/def2-TZVPD.

Atoms and positions in Å:
1 O 1.28 -0.50 0.15
2 O 0.10 1.64 -2.06
3 N -0.81 0.14 -0.39
4 N 1.47 0.39 -0.75
5 N -0.41 -1.32 1.45
6 C 0.28 0.86 -1.09
7 C 0.07 -0.64 0.39
8 H 0.19 -1.82 2.10
9 H -1.29 -0.85 1.90
10 H -0.88 2.09 -1.69

As for the SMILES: Nc1nc(O)no1. The calculation puts the HOMO-LUMO gap at 0.3520 hartree. The calculation puts the HOMO energy at -9.0 eV.


Model three:
A 2-piece molecular cluster, C2H3N3O2 overall. Source: the OMol25 dataset; level of theory: ωB97M-V/def2-TZVPD.

Atoms and positions in Å:
1 O 1.05 0.20 0.25
2 O -0.53 -2.64 0.57
3 N 0.27 -0.38 -2.16
4 N 1.08 0.20 -1.60
5 N -1.04 0.77 1.20
6 C -0.46 -1.50 0.57
7 C -0.16 -0.19 0.67
8 H -0.47 1.47 1.64
9 H -1.59 1.25 0.47
10 H 1.85 0.83 -1.61

The calculation puts the HOMO-LUMO gap at 0.2877 hartree. The calculation puts the HOMO energy at -7.5 eV.


Model four:
A 2-piece molecular cluster, C2H3N3O2 overall. Source: the OMol25 dataset; level of theory: ωB97M-V/def2-TZVPD.

Atoms and positions in Å:
1 O 0.07 1.45 -1.36
2 O -2.62 0.48 -1.97
3 N -1.35 -0.30 -0.86
4 N -4.57 0.90 -0.75
5 N -0.35 0.80 0.83
6 C -3.66 0.71 -1.37
7 C -0.43 0.73 -0.56
8 H -0.88 -0.79 -1.61
9 H -0.89 0.05 1.34
10 H 0.56 1.10 1.38

The calculation puts the HOMO-LUMO gap at 0.3029 hartree. The calculation puts the HOMO energy at -10.9 eV.


Least stable structure among those shown: model three.